216
Properties=species:S:1:pos:R:3:mulliken_charge:R:1 method="wB97M-V/def2-TZVPD" fmax_ev_per_a=1.768 total_energy_ev=-103528.3645 orbital_gap_ev=10.93 e_lumo_ev=0.07 molar_mass_g_mol=1243.93 relative_energy_ev=0.000
C 16.911 21.051 22.296 -1.47
C 15.964 21.238 21.114 0.15
C 16.368 20.472 19.873 2.67
C 17.605 21.030 19.286 -0.08
N 18.571 21.483 18.861 -0.67
H 17.939 21.340 22.090 0.33
H 16.947 20.001 22.600 0.30
H 16.588 21.655 23.143 0.44
H 15.858 22.307 20.877 0.03
H 14.962 20.889 21.408 0.17
H 15.608 20.583 19.094 -1.25
H 16.557 19.416 20.100 -0.45
C 13.521 26.602 13.545 -1.17
C 12.882 25.263 13.075 0.02
C 12.791 24.234 14.204 1.33
C 14.111 23.727 14.593 -0.71
N 15.104 23.300 14.999 -0.22
H 14.593 26.456 13.722 0.15
H 13.091 26.941 14.494 0.26
H 13.414 27.365 12.770 0.43
H 13.439 24.784 12.248 0.13
H 11.853 25.431 12.739 0.06
H 12.183 23.389 13.864 0.50
H 12.323 24.657 15.098 -0.78
C 15.150 14.489 19.329 0.62
C 15.910 14.178 20.651 -0.61
C 17.341 14.694 20.611 -0.34
C 17.405 16.136 20.346 0.10
N 17.468 17.257 20.115 -0.47
H 14.174 13.994 19.273 -0.18
H 15.664 14.108 18.432 -0.46
H 15.036 15.564 19.187 0.13
H 15.952 13.105 20.862 0.36
H 15.410 14.616 21.518 0.31
H 17.904 14.217 19.804 -0.01
H 17.894 14.437 21.520 0.54
C 10.947 14.397 22.748 -1.18
C 11.197 13.634 21.413 -0.90
C 11.419 14.575 20.254 1.96
C 10.176 15.324 19.959 -0.06
N 9.292 15.954 19.561 -0.57
H 10.044 15.006 22.700 0.34
H 11.801 14.975 23.108 0.20
H 10.836 13.603 23.494 0.44
H 10.335 12.986 21.210 0.35
H 12.076 13.008 21.521 0.47
H 11.698 14.031 19.348 -0.54
H 12.235 15.271 20.439 -0.63
C 10.087 25.142 17.218 -1.57
C 10.715 23.804 17.476 0.98
C 11.647 23.966 18.652 -0.80
C 12.488 22.794 18.822 0.09
N 13.227 21.947 19.034 -0.31
H 10.797 25.840 16.764 0.31
H 9.751 25.566 18.159 0.48
H 9.286 25.095 16.475 0.22
H 11.242 23.414 16.608 -0.28
H 9.965 23.040 17.731 0.04
H 11.098 24.159 19.575 0.50
H 12.314 24.812 18.493 0.32
C 15.207 17.435 16.423 -0.07
C 13.952 18.281 16.103 0.73
C 14.305 19.773 16.123 0.94
C 13.133 20.561 15.829 -0.49
N 12.246 21.239 15.551 -0.51
H 15.959 17.661 15.665 -0.04
H 14.981 16.363 16.377 -0.18
H 15.600 17.650 17.418 0.25
H 13.183 18.091 16.857 -0.14
H 13.556 18.037 15.113 -0.34
H 15.033 19.986 15.342 0.14
H 14.739 20.058 17.084 -0.50
C 19.149 19.431 16.237 -0.93
C 19.710 18.653 15.077 -0.80
C 18.636 18.155 14.077 1.22
C 17.924 19.290 13.493 -0.17
N 17.289 20.092 12.964 -0.50
H 18.704 20.371 15.911 0.39
H 19.896 19.604 17.019 0.43
H 18.333 18.911 16.755 0.07
H 20.191 17.761 15.500 0.25
H 20.460 19.234 14.539 0.47
H 17.877 17.535 14.556 -0.98
H 19.075 17.582 13.264 0.50
C 14.590 11.559 17.122 -0.36
C 14.876 10.836 18.424 -0.25
C 16.276 10.209 18.507 -0.78
C 17.298 11.246 18.413 0.36
N 18.104 12.061 18.315 -0.46
H 14.793 10.969 16.211 0.55
H 15.164 12.487 17.046 -0.21
H 13.540 11.844 17.134 -0.02
H 14.150 10.034 18.529 0.50
H 14.707 11.517 19.259 -0.10
H 16.443 9.415 17.780 0.39
H 16.431 9.725 19.479 0.34
C 12.715 18.006 20.503 -0.76
C 13.182 17.742 21.975 0.14
C 12.393 18.510 22.985 -0.56
C 11.049 17.989 23.235 0.11
N 10.005 17.616 23.541 -0.50
H 13.389 17.512 19.807 -0.11
H 12.847 19.072 20.262 0.55
H 11.691 17.711 20.299 0.27
H 14.236 18.005 22.056 0.21
H 13.100 16.675 22.219 -0.05
H 12.289 19.545 22.659 0.29
H 12.903 18.497 23.948 0.46
C 16.782 15.348 8.949 -1.38
C 15.657 15.800 9.912 -0.16
C 15.789 17.250 10.336 1.49
C 15.625 18.240 9.244 0.06
N 15.489 19.026 8.422 -0.56
H 17.744 15.524 9.452 0.32
H 16.806 15.957 8.040 0.34
H 16.745 14.283 8.761 0.40
H 15.628 15.196 10.822 0.09
H 14.666 15.642 9.477 0.33
H 16.784 17.424 10.753 0.11
H 15.003 17.463 11.071 -1.02
C 17.981 26.486 12.763 -1.59
C 17.796 25.073 13.359 0.70
C 17.706 23.927 12.364 0.13
C 16.761 24.250 11.278 0.24
N 16.064 24.453 10.386 -0.62
H 18.823 26.513 12.079 0.41
H 18.142 27.196 13.567 0.42
H 17.101 26.774 12.181 0.35
H 16.881 25.062 13.959 -0.77
H 18.644 24.841 14.004 0.47
H 17.394 23.009 12.884 -0.14
H 18.658 23.739 11.881 0.46
C 9.577 27.789 12.537 -0.98
C 8.162 27.425 12.817 -0.51
C 8.013 26.559 14.099 -0.42
C 8.746 25.296 13.958 0.25
N 9.372 24.344 13.870 -0.43
H 9.572 28.424 11.658 0.38
H 10.172 26.923 12.236 0.17
H 10.090 28.277 13.373 0.31
H 7.712 26.934 11.947 0.33
H 7.586 28.347 12.963 0.31
H 6.960 26.307 14.245 0.36
H 8.424 27.062 14.983 0.31
C 11.859 21.460 10.832 -1.19
C 13.404 21.506 10.838 -0.31
C 14.030 21.036 12.143 1.92
C 13.614 19.626 12.439 -0.19
N 13.293 18.531 12.581 -0.43
H 11.453 21.840 9.896 0.42
H 11.454 22.077 11.641 0.19
H 11.499 20.436 10.971 0.33
H 13.765 22.534 10.733 0.38
H 13.781 20.825 10.055 0.18
H 13.751 21.704 12.969 -1.40
H 15.130 21.077 12.116 0.10
C 10.162 18.919 17.688 0.18
C 8.950 19.835 17.657 -0.53
C 7.778 19.111 16.981 -0.58
C 8.010 18.930 15.533 0.25
N 8.141 18.706 14.408 -0.55
H 11.012 19.381 18.185 0.06
H 10.472 18.717 16.667 0.15
H 9.927 18.004 18.241 -0.17
H 9.189 20.819 17.233 0.13
H 8.628 20.068 18.684 0.46
H 6.853 19.669 17.068 0.42
H 7.649 18.152 17.472 0.36
C 17.556 24.480 17.086 -0.97
C 16.959 24.786 18.520 -0.97
C 15.452 24.515 18.576 0.79
C 14.701 25.358 17.652 -0.10
N 14.047 25.985 16.947 -0.54
H 17.152 25.141 16.324 0.32
H 17.373 23.440 16.793 0.12
H 18.643 24.557 17.088 0.47
H 17.121 25.813 18.845 0.44
H 17.411 24.108 19.267 0.30
H 15.028 24.784 19.552 0.57
H 15.224 23.457 18.431 -0.47
C 18.592 15.637 17.130 0.95
C 19.278 14.557 16.301 -0.86
C 18.310 13.794 15.426 0.44
C 17.684 14.558 14.347 -0.02
N 17.174 15.104 13.479 -0.36
H 19.228 16.066 17.897 0.68
H 17.810 15.124 17.704 -1.00
H 18.119 16.423 16.541 -0.68
H 19.855 13.857 16.913 0.44
H 19.997 15.035 15.623 0.42
H 17.498 13.377 16.041 -0.57
H 18.755 12.919 14.959 0.56
C 14.050 14.019 13.898 -1.27
C 13.378 15.394 13.624 1.02
C 12.434 15.385 12.412 -0.05
C 11.516 14.262 12.461 0.10
N 10.846 13.332 12.507 -0.64
H 13.319 13.244 14.116 0.45
H 14.675 14.146 14.779 -0.08
H 14.643 13.668 13.055 0.44
H 14.159 16.143 13.473 0.10
H 12.757 15.662 14.474 -0.36
H 12.983 15.254 11.475 -0.17
H 11.843 16.296 12.350 0.46
C 9.533 15.807 15.839 -0.54
C 9.237 14.366 16.281 -0.76
C 10.421 13.493 15.969 -0.30
C 11.728 13.918 16.553 0.12
N 12.712 14.244 17.064 0.03
H 8.737 16.517 15.988 0.21
H 9.753 15.833 14.776 0.25
H 10.413 16.163 16.374 -0.03
H 8.387 13.909 15.749 0.44
H 8.969 14.274 17.341 0.31
H 10.560 13.436 14.881 -0.18
H 10.211 12.440 16.234 0.47

252
Properties=species:S:1:pos:R:3:mulliken_charge:R:1 method="wB97M-V/def2-TZVPD" fmax_ev_per_a=4.292 total_energy_ev=-182387.7730 orbital_gap_ev=10.55 e_lumo_ev=0.22 molar_mass_g_mol=1812.81
C 0.437 7.334 -2.343 -0.66
C 1.834 6.901 -2.753 -0.64
C 1.891 5.597 -3.631 0.32
C 1.175 4.409 -3.083 -0.02
N 0.549 3.513 -2.661 -0.13
H 0.562 8.159 -1.642 0.41
H -0.009 6.547 -1.734 -0.05
H -0.143 7.554 -3.239 0.18
H 2.541 6.789 -1.931 0.34
H 2.208 7.802 -3.240 0.38
H 2.920 5.295 -3.826 0.48
H 1.371 5.716 -4.581 -0.57
C -0.589 2.190 -8.741 -1.29
C -1.478 2.297 -7.485 -0.35
C -0.673 2.203 -6.174 1.50
C 0.583 2.963 -6.232 -0.03
N 1.574 3.556 -6.172 -0.64
H 0.052 1.313 -8.649 0.28
H -0.015 3.084 -8.983 0.32
H -1.225 2.120 -9.623 0.45
H -2.208 1.488 -7.491 0.36
H -2.102 3.189 -7.428 0.25
H -0.323 1.198 -5.937 -0.05
H -1.270 2.448 -5.295 -0.77
C 1.322 -0.732 -0.920 1.14
C 1.426 0.745 -1.019 -0.13
C 0.477 1.529 -0.030 0.50
C -0.918 1.232 -0.368 -0.51
N -2.019 1.014 -0.667 -0.10
H 0.436 -1.097 -1.440 -0.16
H 1.419 -1.069 0.112 -0.10
H 2.215 -1.111 -1.418 -1.03
H 1.135 1.086 -2.013 0.11
H 2.435 1.117 -0.837 -0.14
H 0.704 2.590 -0.137 0.18
H 0.594 1.262 1.020 0.10
C -3.746 1.190 2.623 -1.11
C -2.499 0.356 3.044 0.25
C -1.709 0.755 4.187 1.75
C -2.552 0.879 5.389 -0.06
N -3.173 1.003 6.375 -0.69
H -3.532 2.259 2.631 0.15
H -4.560 1.014 3.326 0.49
H -4.126 0.854 1.658 0.25
H -1.794 0.354 2.213 -0.54
H -2.888 -0.640 3.255 0.42
H -1.251 1.739 4.087 -0.10
H -0.888 0.050 4.317 -0.92
C -4.224 0.391 -4.511 -0.94
C -5.001 0.996 -3.288 0.05
C -6.294 0.133 -2.982 -0.62
C -5.893 -1.125 -2.459 0.31
N -5.633 -2.152 -2.046 -0.45
H -3.235 0.845 -4.462 -0.13
H -4.773 0.704 -5.400 0.45
H -4.185 -0.694 -4.605 0.52
H -5.336 1.994 -3.573 0.34
H -4.408 1.095 -2.378 -0.04
H -6.911 -0.061 -3.860 0.43
H -6.946 0.665 -2.289 0.16
C 7.836 3.458 1.221 -0.89
C 7.569 2.156 0.450 -0.33
O 6.463 1.523 0.968 0.14
C 6.202 0.301 0.582 -0.32
O 7.073 -0.467 0.166 -0.59
C 4.729 -0.153 0.855 0.97
F 4.740 -1.101 1.802 0.00
F 3.971 0.867 1.274 0.03
F 4.241 -0.632 -0.299 -0.26
H 8.725 4.000 0.899 0.40
H 8.042 3.176 2.254 0.09
H 6.942 4.071 1.110 0.18
H 8.458 1.535 0.557 0.32
H 7.462 2.407 -0.606 0.29
C 2.549 -4.209 -1.309 -1.07
C 2.453 -4.307 -2.771 0.86
O 1.779 -3.156 -3.225 0.39
C 1.595 -3.039 -4.608 -0.25
O 1.938 -3.826 -5.489 -0.57
C 0.718 -1.864 -5.044 1.06
F 1.517 -1.091 -5.877 -0.29
F -0.321 -2.318 -5.755 -0.28
F 0.273 -1.091 -4.038 0.03
H 1.662 -4.431 -0.716 0.19
H 2.943 -3.257 -0.956 -0.28
H 3.292 -4.963 -1.049 0.65
H 2.002 -5.234 -3.125 0.39
H 3.444 -4.385 -3.219 -0.81
C -1.198 4.328 1.913 0.20
C -0.399 5.382 2.738 -0.61
O 0.957 4.964 2.545 -0.20
C 1.739 5.654 1.727 0.33
O 1.422 6.578 0.950 -0.62
C 3.205 5.034 1.747 0.94
F 3.553 4.525 0.557 -0.18
F 4.130 5.926 2.107 -0.28
F 3.340 3.983 2.601 -0.15
H -0.820 4.309 0.891 -0.14
H -2.263 4.554 1.862 0.32
H -1.136 3.322 2.328 -0.20
H -0.531 5.275 3.815 0.27
H -0.581 6.424 2.471 0.38
C 2.319 -5.394 2.634 -0.91
C 3.820 -4.982 2.781 -0.14
O 3.940 -4.477 4.052 -0.10
C 5.180 -4.118 4.542 0.79
O 6.276 -4.056 3.972 -0.61
O 5.067 -3.945 5.862 -0.28
C 6.221 -3.572 6.625 -0.67
H 2.168 -6.253 3.288 0.40
H 2.104 -5.696 1.609 0.33
H 1.669 -4.541 2.828 0.08
H 4.118 -4.220 2.061 -0.02
H 4.530 -5.807 2.729 0.45
H 6.949 -2.977 6.073 0.15
H 6.860 -4.410 6.907 0.32
H 5.971 -3.039 7.542 0.35
C -9.269 4.774 3.851 -1.19
C -8.282 3.760 4.538 -0.36
O -7.163 3.578 3.669 -0.21
C -5.930 4.001 3.987 0.75
O -5.538 4.150 5.141 -0.61
O -5.133 4.071 2.889 -0.30
C -5.652 3.924 1.552 -0.36
H -8.799 5.756 3.814 0.36
H -10.173 4.844 4.457 0.41
H -9.433 4.503 2.808 0.27
H -8.807 2.806 4.593 0.30
H -8.072 4.137 5.539 0.37
H -6.458 3.193 1.490 -0.02
H -4.870 3.545 0.894 0.24
H -6.003 4.864 1.126 0.37
C 3.676 1.401 -3.713 -1.26
C 4.457 0.131 -3.533 0.52
O 4.551 -0.683 -4.724 -0.38
C 4.969 -1.947 -4.578 0.74
O 5.494 -2.430 -3.556 -0.50
O 4.751 -2.609 -5.710 -0.32
C 5.051 -4.009 -5.771 -0.57
H 3.484 1.893 -2.759 0.16
H 2.781 1.335 -4.332 0.14
H 4.215 2.120 -4.330 0.56
H 4.021 -0.392 -2.682 -0.24
H 5.462 0.449 -3.257 0.37
H 6.094 -4.289 -5.629 0.30
H 4.798 -4.397 -6.757 0.33
H 4.460 -4.578 -5.053 0.10
C 6.464 -3.779 -0.888 -0.61
C 6.946 -4.764 -1.968 -0.37
O 5.886 -5.636 -2.322 -0.06
C 5.994 -6.558 -3.413 0.63
O 5.011 -7.238 -3.667 -0.58
O 7.230 -6.478 -3.994 -0.30
C 7.576 -7.337 -5.051 -0.72
H 5.593 -3.261 -1.289 -0.24
H 7.245 -3.035 -0.728 0.29
H 6.289 -4.268 0.070 0.43
H 7.722 -5.323 -1.444 0.45
H 7.462 -4.308 -2.813 0.27
H 7.842 -8.320 -4.664 0.30
H 8.458 -6.889 -5.507 0.26
H 6.770 -7.404 -5.782 0.32
C -0.025 7.486 -6.349 -0.97
C -1.215 6.689 -6.824 -0.39
O -1.471 5.517 -6.084 -0.27
C -2.115 5.571 -4.887 0.62
O -2.428 6.603 -4.293 -0.63
O -2.421 4.317 -4.491 -0.07
C -2.908 4.018 -3.194 -0.29
H 0.852 6.844 -6.422 0.24
H -0.112 7.727 -5.290 0.05
H 0.259 8.325 -6.984 0.48
H -1.045 6.471 -7.878 0.41
H -2.064 7.369 -6.889 0.35
H -3.966 4.281 -3.181 0.32
H -2.229 4.512 -2.498 0.25
H -2.832 2.936 -3.085 -0.22
C -1.761 -2.712 -2.196 -0.02
C -2.802 -3.167 -1.127 -0.47
O -2.260 -4.052 -0.127 -0.44
C -1.474 -3.539 0.852 0.50
O -1.100 -2.369 0.883 0.06
O -1.175 -4.447 1.795 -0.20
C -1.388 -5.832 1.687 -0.65
H -0.757 -2.825 -1.787 -0.52
H -1.921 -1.673 -2.485 0.04
H -1.877 -3.294 -3.111 0.48
H -3.572 -3.715 -1.671 0.59
H -3.258 -2.296 -0.656 0.00
H -2.414 -5.965 1.343 0.15
H -1.205 -6.274 2.667 0.18
H -0.757 -6.218 0.887 0.30
C 1.294 -1.686 3.803 -0.65
C 2.245 -1.713 4.935 -0.11
O 1.655 -0.821 5.926 0.00
C 0.723 -1.270 6.771 0.52
O 0.260 -2.379 6.823 -0.61
O 0.406 -0.191 7.520 -0.30
C -0.757 -0.073 8.413 -0.72
H 1.664 -2.190 2.910 0.23
H 1.154 -0.665 3.449 0.00
H 0.323 -2.080 4.102 0.46
H 3.196 -1.295 4.605 -0.12
H 2.484 -2.687 5.364 0.38
H -1.659 -0.284 7.838 0.29
H -0.891 0.921 8.841 0.27
H -0.756 -0.735 9.279 0.29
C 8.295 0.930 4.551 -1.06
C 7.131 0.202 5.277 -0.03
O 5.815 0.439 4.687 -0.09
C 5.044 1.410 5.257 0.51
O 5.409 2.307 6.052 -0.64
O 3.822 1.336 4.710 -0.05
C 2.778 2.214 5.047 -0.73
H 8.469 0.477 3.575 0.26
H 9.262 0.924 5.053 0.40
H 8.013 1.951 4.295 0.23
H 7.129 0.584 6.297 0.46
H 7.203 -0.885 5.314 -0.14
H 1.985 2.081 4.311 0.00
H 3.077 3.262 5.059 0.42
H 2.368 1.907 6.010 0.41
C -4.990 -2.861 2.017 -0.31
C -4.985 -4.346 2.424 -0.41
O -5.359 -5.199 1.315 -0.20
C -5.254 -6.523 1.338 0.77
O -4.678 -7.242 2.144 -0.60
O -5.992 -6.889 0.318 -0.32
C -6.071 -8.215 -0.122 -0.72
H -4.212 -2.612 1.296 -0.17
H -4.895 -2.135 2.824 0.41
H -5.918 -2.607 1.504 0.09
H -5.710 -4.383 3.238 0.42
H -3.992 -4.610 2.787 0.23
H -5.198 -8.748 0.253 0.34
H -6.129 -8.345 -1.203 0.25
H -6.960 -8.716 0.260 0.27
C -7.326 0.207 1.180 -0.80
C -8.729 0.845 1.025 -0.52
O -9.638 0.360 2.059 -0.29
C -10.323 -0.732 1.899 0.83
O -10.162 -1.584 1.007 -0.63
O -11.132 -0.831 2.967 -0.32
C -12.026 -1.947 3.150 -0.69
H -6.943 0.209 2.201 0.35
H -6.581 0.645 0.516 0.21
H -7.320 -0.871 1.025 0.47
H -9.175 0.895 0.032 0.29
H -8.638 1.912 1.230 0.23
H -13.070 -1.634 3.190 0.26
H -11.770 -2.471 4.071 0.26
H -11.934 -2.732 2.399 0.34